(a)
Below is a cluster of 4 separate species, C2H13NO3 in total, with properties calculated with ωB97M-V/def2-TZVPD.

As for the LUMO energy: 0.7 eV. As for the HOMO energy: -9.473 eV. For the HOMO-LUMO gap, the calculation gives 0.375 Ha. The SMILES is CNC.O.O.O.

Element x y z (Å)
1 C 2.39 0.20 0.84
2 N 1.66 -0.07 -0.39
3 C 1.08 -1.42 -0.36
4 H 1.66 0.34 1.64
5 H 3.08 -0.60 1.13
6 H 2.93 1.14 0.74
7 H 2.27 0.01 -1.19
8 H 1.86 -2.14 -0.10
9 H 0.66 -1.72 -1.32
10 H 0.31 -1.48 0.41
11 O -2.21 0.72 1.24
12 H -1.62 0.71 2.00
13 H -1.72 1.22 0.57
14 O -0.25 1.97 -0.69
15 H -1.03 1.57 -1.10
16 H 0.30 1.19 -0.39
17 O -2.10 -1.38 -0.69
18 H -2.46 -0.72 -0.08
19 H -2.88 -1.76 -1.11

***

(b)
Below is a cluster of 4 separate species, C2H13NO3 in total, with properties calculated with ωB97M-V/def2-TZVPD.

As for the LUMO energy: 0.4 eV. As for the HOMO energy: -9.761 eV. For the HOMO-LUMO gap, the calculation gives 0.375 Ha. The SMILES is CCN.O.O.O.

Element x y z (Å)
1 C -2.77 0.49 -2.24
2 C -2.22 -0.52 -1.23
3 N -0.67 -0.67 -1.10
4 H -1.91 1.23 -2.45
5 H -2.97 -0.26 -3.04
6 H -3.70 1.10 -1.87
7 H -2.52 -0.12 -0.27
8 H -2.56 -1.49 -1.44
9 H -0.39 -1.27 -1.83
10 H -0.34 0.27 -0.90
11 O 3.14 -1.01 0.68
12 H 2.43 -0.50 1.06
13 H 3.52 -1.32 1.51
14 O 1.95 2.45 1.73
15 H 1.26 1.75 1.46
16 H 2.73 2.06 1.24
17 O -0.08 -0.88 1.60
18 H -0.44 -0.50 0.79
19 H -0.62 -0.54 2.24

***

Which one sits at the bottom of the stability order? (b) does.

***

(a)
Below is a structure of composition HN2O4S, with properties calculated with ωB97M-V/def2-TZVPD.

As for the LUMO energy: 3.7 eV. Its net charge is -1. As for the HOMO energy: -5.252 eV. For the HOMO-LUMO gap, the calculation gives 0.330 Ha.

Element x y z (Å)
1 N 0.25 -0.17 0.33
2 N 1.33 0.54 0.31
3 O 2.42 0.01 0.30
4 O -2.64 0.01 0.45
5 O 1.17 1.75 0.44
6 O -1.45 -1.04 -1.46
7 S -1.71 0.19 -0.65
8 H 0.64 -1.30 0.28

***

(b)
Below is the ion HN2O4S with charge -1, with properties calculated with ωB97M-V/def2-TZVPD.

As for the LUMO energy: 4.0 eV. Its net charge is -1. As for the HOMO energy: -4.844 eV. For the HOMO-LUMO gap, the calculation gives 0.325 Ha. The SMILES is O=S(=O)=NN([O-])O.

Element x y z (Å)
1 O -2.78 -0.28 0.27
2 S -1.55 -0.73 -0.36
3 O -1.07 -2.02 0.14
4 N -0.31 0.56 0.39
5 N 0.72 1.04 0.07
6 O 1.17 2.15 0.04
7 O 1.90 0.07 -0.49
8 H 1.92 -0.79 -0.05

***

Which one sits at the bottom of the stability order? (b) does.

***

(a)
Below is a structure of composition C6H15N3O3, with properties calculated with ωB97M-V/def2-TZVPD.

As for the LUMO energy (spin up / spin down): 0.7 / 0.7 eV. As for the HOMO energy (spin up / spin down): -8.064 / -8.065 eV. For the HOMO-LUMO gap (spin up / spin down), the calculation gives 0.321 / 0.321 Ha.

Element x y z (Å)
1 C -3.02 1.11 -0.80
2 C 1.14 1.55 0.70
3 C 0.97 -3.10 1.57
4 C -1.89 0.53 0.06
5 C 0.25 1.64 -0.56
6 C 1.50 -2.83 -0.67
7 N -0.67 0.59 -0.72
8 N 1.10 -0.94 -0.97
9 N -0.08 -0.72 -0.67
10 O 1.82 -0.23 -1.73
11 O -0.76 -1.65 -0.22
12 O 1.94 -2.93 0.58
13 H -3.19 0.66 -1.77
14 H -3.92 0.99 -0.24
15 H -2.62 2.10 -0.84
16 H 1.82 0.68 0.46
17 H 1.74 2.51 0.91
18 H 0.41 1.30 1.61
19 H 1.40 -2.90 2.57
20 H 0.54 -4.08 1.47
21 H 0.09 -2.36 1.29
22 H -1.84 1.30 0.88
23 H -2.04 -0.48 0.53
24 H -0.16 2.59 -0.64
25 H 0.93 1.49 -1.30
26 H 2.32 -2.94 -1.30
27 H 0.68 -3.49 -0.79

***

(b)
Below is a cluster of 2 separate species, C6H15N3O3 in total, with properties calculated with ωB97M-V/def2-TZVPD.

As for the LUMO energy: 0.6 eV. As for the HOMO energy: -9.073 eV. For the HOMO-LUMO gap, the calculation gives 0.357 Ha. The SMILES is C[C@@H](O)CC=O.CN(N)C(N)=O.

Element x y z (Å)
1 C -2.51 -1.21 -1.32
2 C -3.21 0.12 -1.12
3 O -4.53 0.09 -1.61
4 C -3.38 0.48 0.37
5 C -2.11 0.92 0.97
6 O -1.06 0.93 0.35
7 H -3.00 -1.99 -0.75
8 H -1.45 -1.21 -1.04
9 H -2.57 -1.48 -2.39
10 H -2.64 0.92 -1.60
11 H -4.53 -0.14 -2.56
12 H -3.84 -0.34 0.94
13 H -4.10 1.30 0.45
14 H -2.13 1.21 2.03
15 C 3.15 -1.27 0.64
16 N 3.60 0.12 0.74
17 N 4.81 0.41 1.36
18 C 2.86 1.16 0.24
19 N 1.70 0.77 -0.47
20 O 3.21 2.33 0.30
21 H 2.86 -1.53 -0.40
22 H 3.97 -1.93 0.95
23 H 2.29 -1.46 1.30
24 H 4.80 0.15 2.34
25 H 5.57 -0.15 0.93
26 H 1.20 1.62 -0.73
27 H 1.07 0.18 0.08

***

Which one sits at the bottom of the stability order? (a) does.